Entry 1:
9
Properties=species:S:1:pos:R:3 method="wB97M-V/def2-TZVPD" mol_weight_g_mol=203.86 smiles=O[C@H](Br)CBr gap_ha=0.39739 e_lumo_ha=0.023
O 0.2766 -1.6119 -0.2265
C 0.5626 -0.3687 -0.4477
Br 2.3989 0.2614 0.2091
C -0.3999 0.7497 0.2519
Br -2.1909 0.0151 0.0995
H -0.3694 -1.6502 0.5371
H 0.6018 -0.0086 -1.5485
H -0.2963 0.8631 1.2991
H -0.5835 1.7500 -0.1739

Entry 2:
9
Properties=species:S:1:pos:R:3 method="wB97M-V/def2-TZVPD" mol_weight_g_mol=219.93 gap_ha="0.30871 / 0.25034" e_lumo_ha="-0.038 / -0.075"
C 1.0882 0.8061 -1.0195
C -1.4888 -0.8793 1.4659
S 1.5265 -0.0934 0.5181
Br -1.5732 -2.6189 0.8588
Br -2.3414 0.3802 0.3276
H 2.0977 0.9854 -1.6151
H 0.7674 1.7494 -0.6392
H 0.3831 0.1650 -1.6163
H -0.4595 -0.4944 1.7196